1.
4 unconnected molecules or ions with the total composition C19H48N3O11P at a distorted geometry, computed with ωB97M-V/def2-TZVPD.

Each line ends with the Löwdin charge.
Atoms and positions in Å:
H1 -5.865 3.155 3.347  0.085
H2 4.734 -2.833 2.023  0.114
H3 4.189 4.042 -0.325  0.093
C1 2.051 -1.649 3.042  -0.381
H4 -2.271 -2.120 5.304  0.088
N1 5.419 0.375 2.243  -0.316
H5 -2.144 -0.548 2.403  0.114
H6 -5.224 0.320 -3.142  0.087
H7 3.509 3.533 -5.206  0.126
H8 3.979 3.440 -3.519  0.116
H9 -5.979 3.708 5.050  0.085
N2 3.349 -1.422 2.251  -0.276
H10 -0.990 -1.277 -3.438  0.119
O1 0.827 -0.986 2.565  -0.014
H11 -1.519 -2.387 0.048  0.118
H12 -4.255 0.896 2.767  0.117
C2 -5.559 -0.394 4.729  -0.169
H13 5.240 1.753 -5.765  0.127
H14 -4.449 3.849 4.154  0.088
O2 -3.578 -0.925 -3.009  -0.207
P1 3.883 0.210 2.733  0.723
H15 -5.543 -1.363 -2.656  0.092
C3 -2.592 0.095 -2.849  -0.187
H16 -1.472 -4.393 -1.247  0.126
H17 3.105 1.258 2.123  0.004
H18 2.601 0.008 -3.445  0.122
H19 -1.039 -4.166 -4.967  0.090
C4 -5.339 3.233 4.303  -0.110
H20 -3.025 -1.896 3.174  0.127
H21 -2.818 0.724 -1.982  0.124
H22 2.967 2.921 0.322  0.063
H23 5.888 3.342 -5.261  0.124
H24 -4.811 -0.245 -1.490  0.079
O3 -2.525 -0.277 4.392  -0.204
H25 1.913 1.959 -1.971  0.122
C5 -1.669 -2.252 -1.028  -0.170
C6 -0.655 -4.215 -3.945  -0.107
H26 6.582 0.142 -4.887  0.086
H27 7.801 1.458 -4.925  0.086
C7 5.336 2.457 -4.927  -0.193
C8 -6.020 1.052 4.918  -0.193
H28 -4.398 -0.425 1.623  0.117
O4 -0.972 -1.042 -1.358  -0.149
H29 -6.347 -1.052 5.110  0.125
H30 -0.460 0.271 -2.809  0.119
H31 -1.503 -0.735 6.101  0.092
C9 3.942 2.870 -4.450  -0.169
H32 2.807 0.648 -1.153  0.119
C10 3.257 0.864 -3.254  -0.167
H33 -2.744 -2.142 -1.184  0.119
H34 4.280 0.481 -3.268  0.118
O5 -1.559 -3.526 -3.095  -0.207
C11 -1.202 -0.524 -2.676  -0.167
H35 5.487 1.179 1.573  -0.038
C12 -1.728 -1.186 5.130  -0.100
O6 3.891 2.356 -1.439  -0.210
O7 -5.392 -0.761 3.352  -0.136
H36 0.853 -1.017 1.548  0.132
O8 6.075 1.870 -3.856  -0.210
H37 3.691 0.316 4.161  0.033
C13 -1.109 -3.485 -1.741  -0.191
C14 -4.854 -0.519 -2.548  -0.107
H38 -6.404 1.187 5.935  0.124
O9 -4.924 1.951 4.750  -0.209
H39 -0.792 -1.384 4.603  0.066
H40 -4.660 -0.617 5.307  0.117
H41 2.602 3.943 -1.108  0.089
H42 -0.574 -5.262 -3.646  0.086
H43 -2.608 0.710 -3.756  0.126
H44 -0.012 -3.464 -1.696  0.125
C15 7.052 0.948 -4.315  -0.108
C16 -2.925 -0.806 3.127  -0.190
C17 3.373 3.364 -0.590  -0.110
C18 2.881 1.453 -1.892  -0.190
H45 4.889 -1.911 3.489  0.085
C19 -4.256 -0.193 2.684  -0.167
H46 0.330 -3.738 -3.926  0.085
H47 7.544 0.506 -3.445  0.090
H48 -6.820 1.275 4.198  0.126
N3 4.234 -2.354 2.806  -0.039
O10 3.029 1.768 -4.345  -0.136
O11 1.993 -2.400 4.144  -0.010

Calculated total energy: -2085.6766 a.u.
Orbital gap: 9.41 eV
2S+1: 1
SMILES: N=[PH2]N(N)C(=O)O.COCCOCCOC.COCCOCCOC.COCCOCCOC

2.
A molecular structure, C19H49N4O10V at a distorted geometry, computed with ωB97M-V/def2-TZVPD.

Each line ends with the Löwdin charge.
Atoms and positions in Å:
C1 7.802 -15.703 -8.775  -0.013
H1 7.493 -15.927 -9.796  0.083
O1 14.003 -22.875 -8.891  -0.185
O2 8.462 -18.582 -10.864  -0.368
H2 7.630 -24.178 -11.601  0.075
H3 15.703 -24.453 -3.863  0.068
H4 8.880 -15.557 -8.851  0.070
H5 18.118 -21.016 -6.849  0.109
H6 9.065 -18.435 -7.336  0.102
C2 15.028 -23.324 -8.005  -0.195
H7 13.283 -24.838 -8.868  0.079
O3 5.613 -17.371 -6.980  -0.188
H8 14.634 -27.833 -4.507  0.078
H9 6.639 -18.834 -7.911  0.121
H10 13.171 -27.161 -5.080  0.072
O4 13.281 -19.970 -7.541  0.037
H11 14.925 -16.981 -8.236  0.089
O5 14.167 -23.117 -4.484  -0.196
H12 9.397 -23.787 -11.079  0.072
H13 14.949 -17.806 -6.597  0.070
H14 7.081 -26.605 -10.630  0.070
H15 15.369 -21.355 -6.814  0.080
H16 12.197 -23.672 -9.706  0.060
C3 14.602 -25.549 -4.612  -0.510
H17 16.453 -22.502 -6.517  0.101
H18 16.082 -16.615 -6.968  0.076
H19 12.877 -24.601 -5.180  0.117
H20 16.317 -19.580 -6.187  0.104
O6 11.353 -19.702 -6.531  0.110
H21 3.648 -17.183 -7.455  0.085
H22 7.995 -16.717 -6.789  0.156
H23 7.135 -26.552 -8.989  0.055
C4 6.557 -17.749 -7.969  -0.185
H24 14.667 -24.027 -7.255  0.080
H25 8.006 -24.159 -7.919  0.123
N1 7.018 -25.998 -9.825  0.032
H26 17.792 -18.708 -6.528  0.123
H27 9.055 -25.967 -10.080  0.125
O7 8.685 -20.388 -9.112  -0.284
C5 13.199 -22.040 -4.389  -0.057
C6 10.182 -23.089 -7.716  -0.082
H28 4.288 -18.825 -7.792  0.093
C7 15.899 -22.124 -7.376  -0.166
H29 13.714 -21.132 -4.705  0.083
H30 15.798 -23.978 -8.415  0.104
C8 4.342 -17.959 -7.132  -0.105
H31 12.293 -22.234 -4.962  0.079
H32 18.385 -20.219 -8.311  0.118
C9 8.290 -25.252 -9.775  -0.433
H33 17.453 -22.249 -8.568  0.102
N2 16.829 -21.483 -8.360  -0.041
O8 10.087 -24.406 -8.319  -0.194
C10 14.003 -26.949 -4.410  -0.059
H34 15.055 -25.528 -5.603  0.130
H35 13.640 -24.248 -10.524  0.077
H36 13.640 -27.069 -3.389  0.073
H37 6.097 -17.512 -8.928  0.123
C11 16.983 -19.271 -6.993  -0.195
H38 3.999 -18.175 -6.120  0.087
O9 16.110 -18.592 -7.918  -0.176
C12 15.524 -17.424 -7.440  -0.146
C13 13.600 -24.417 -4.385  -0.211
C14 8.386 -24.103 -10.820  -0.041
C15 17.573 -20.507 -7.644  -0.262
H39 9.848 -17.379 -8.015  0.107
O10 11.541 -20.084 -8.713  -0.045
H40 12.902 -22.047 -3.340  0.085
C16 12.049 -19.923 -7.617  -0.888
H41 8.595 -25.717 -7.683  0.115
C17 8.702 -24.871 -8.362  -0.191
H42 8.158 -23.170 -10.303  0.051
V1 9.588 -19.316 -9.851  1.092
H43 9.734 -22.891 -6.742  0.092
H44 11.263 -22.954 -7.755  0.078
H45 12.976 -24.635 -3.518  0.127
H46 12.054 -19.505 -5.906  0.111
N3 8.945 -17.817 -8.126  0.023
H47 15.386 -25.632 -2.827  0.082
H48 9.713 -22.389 -8.407  0.047
C18 7.869 -16.940 -7.848  -0.379
H49 7.345 -14.827 -8.317  0.092
N4 15.684 -25.459 -3.777  0.040
C19 13.228 -23.989 -9.549  -0.037

Calculated total energy: -2668.4761 a.u.
Orbital gap: 6.05 eV
2S+1: 1

3.
A molecular structure, C19H50AlAsBrCl3N2O10PRbS at a distorted geometry, computed with ωB97M-V/def2-TZVPD.

Each line ends with the Löwdin charge.
Atoms and positions in Å:
H1 -0.726 2.701 -7.443  -0.025
C1 4.171 -0.882 9.324  -0.038
O1 -9.188 0.059 4.554  -0.260
H2 3.122 -4.449 -3.621  0.142
H3 -5.772 1.688 5.402  0.093
Al1 3.665 -3.528 1.959  0.720
H4 1.375 -0.778 7.239  0.068
C2 4.333 -4.720 0.288  -0.154
H5 3.963 -5.738 0.133  0.144
H6 -0.626 0.278 -4.977  0.089
O2 -7.118 3.554 4.604  -0.331
C3 -0.934 3.924 -4.204  -0.179
Cl1 1.315 4.767 -7.303  0.484
H7 1.432 -0.214 8.924  0.086
H8 4.651 0.054 9.028  0.080
H9 -9.045 3.396 5.267  0.097
H10 -8.769 2.729 3.650  0.080
N1 -2.891 1.934 -4.687  -0.241
H11 -2.011 0.863 -2.576  -0.085
H12 3.602 -2.992 -2.735  0.099
H13 -7.135 1.016 4.444  0.055
C4 -8.511 3.549 4.326  -0.134
C5 0.018 2.532 -8.227  -0.735
C6 -6.063 1.223 4.458  -0.107
H14 -2.731 3.004 -2.531  0.014
H15 -9.302 0.241 3.639  -0.108
C7 1.114 -1.138 -3.286  -0.495
Cl2 3.715 -1.145 3.235  -0.331
C8 -0.181 1.101 -4.271  -0.338
C9 3.165 -1.292 8.282  -0.489
C10 -0.361 4.943 -3.266  0.007
H16 -1.128 5.398 -2.474  0.106
H17 -5.543 0.263 4.373  0.095
H18 1.859 1.094 -3.246  0.130
H19 7.016 -4.867 0.350  0.120
H20 3.678 -0.768 10.292  0.082
H21 -1.037 4.071 -5.373  0.040
H22 3.522 -3.987 0.303  -0.070
H23 0.751 5.311 -3.251  0.094
O3 -7.078 3.953 2.326  -0.325
H24 1.599 -3.832 -2.045  0.039
H25 -0.484 2.056 -9.074  0.077
O4 3.274 -2.356 7.674  0.060
C11 4.730 -4.800 -2.223  -0.060
O5 0.479 -2.098 5.420  0.027
O6 -0.623 -3.874 6.125  -0.034
H26 5.518 -4.616 -2.964  0.144
O7 2.388 -4.306 -1.720  -0.079
H27 4.692 -2.324 -0.901  0.109
H28 4.876 -4.653 1.232  -0.027
S1 -0.289 -1.980 -2.345  0.595
H29 1.483 3.654 -9.380  0.070
H30 -0.662 2.549 -2.123  -0.038
H31 -0.460 -1.232 -1.137  -0.507
H32 -3.840 1.908 -4.219  0.027
As1 -1.619 2.203 -3.309  0.635
C12 3.442 -4.071 -2.643  -0.217
H33 6.301 -2.661 -1.632  0.123
H34 6.095 -2.664 0.154  0.116
H35 2.115 -1.359 -2.678  0.068
H36 0.403 1.883 -4.955  0.060
N2 5.304 -4.377 -0.846  -0.311
O8 -4.786 3.771 2.057  -0.316
Cl3 1.212 1.362 -7.612  0.512
C13 6.594 -5.163 -0.615  0.032
H37 -2.730 0.950 -5.052  0.017
H38 4.548 -5.879 -2.157  0.145
H39 4.940 -1.657 9.412  0.079
Rb1 -1.144 -0.473 -0.074  1.094
H40 2.405 0.608 7.660  0.082
P1 -5.952 3.662 3.330  0.803
C14 2.021 -0.351 8.014  -0.021
Br1 -1.758 4.907 -8.064  0.064
C15 5.622 -2.889 -0.804  0.033
H41 -8.823 4.512 3.912  0.083
H42 -5.605 5.209 0.809  0.087
H43 1.205 -2.172 4.768  0.058
H44 7.294 -4.924 -1.422  0.117
C16 -5.152 4.214 0.764  -0.157
H45 1.264 -1.524 -4.380  0.114
O9 1.081 -3.964 4.605  -0.116
H46 6.354 -6.230 -0.616  0.119
H47 -4.241 4.285 0.156  0.074
C17 0.281 -3.408 5.396  -0.892
C18 0.666 3.832 -8.674  -0.814
O10 -5.711 2.026 3.346  -0.237
H48 0.416 0.655 -2.060  0.024
C19 0.852 0.481 -3.157  -0.325
H49 -5.820 3.494 0.284  0.090
H50 -0.076 4.467 -9.167  -0.102

Calculated total energy: -8811.1782 a.u.
Orbital gap: 1.13 eV
2S+1: 1